DFT (ωB97M-V with the def2-TZVPD basis set) results for a single C8H15NO5S molecule.

Each line ends with the Löwdin charge.
Element x y z (Å)
C (4.654, 1.833, 0.069)  0.06
C (3.486, 1.362, 0.512)  -0.06
C (2.290, 1.204, -0.325)  -0.58
C (-1.154, 0.078, 2.003)  0.00
C (-0.581, -1.220, -1.629)  -0.04
C (-2.623, -0.363, -0.665)  0.01
C (-1.619, -2.394, 0.103)  -0.05
C (-0.371, -0.210, 0.756)  -0.58
N (-1.360, -1.043, -0.399)  -0.33
O (-1.028, 2.394, 0.779)  -0.30
O (2.181, 0.630, -1.377)  0.12
O (-0.533, 1.979, -1.540)  -0.28
O (1.308, 1.925, 0.186)  -0.11
O (0.687, -0.808, 0.836)  0.00
S (-0.305, 1.608, -0.183)  0.75
H (5.411, 2.234, 0.687)  0.05
H (4.624, 2.210, -0.948)  0.08
H (3.226, 1.145, 1.562)  0.13
H (-1.407, -0.944, 2.151)  0.08
H (-0.499, 0.460, 2.734)  0.10
H (-1.876, 0.776, 1.936)  0.04
H (0.553, -1.569, -1.503)  0.17
H (-1.090, -1.834, -2.358)  0.10
H (-0.403, -0.298, -1.982)  0.02
H (-3.274, -1.219, -1.081)  0.15
H (-2.922, -0.118, 0.282)  0.07
H (-2.576, 0.417, -1.260)  0.05
H (-1.969, -3.101, -0.764)  0.14
H (-0.594, -2.797, 0.417)  0.13
H (-2.238, -2.337, 1.004)  0.10

Forces on atoms 1 to 3 (eV/Å):
C -2.2224 0.7127 -0.6764
C 0.5706 -0.2935 1.2711
C 0.6405 -0.4811 -2.0100

Molecular weight, g/mol: 237.3
LUMO energy, eV: 0.51
DFT total energy, Ha: -1142.82727
Frontier orbital gap, Ha: 0.359
SMILES: C=CC(=O)OS(=O)(=O)[C@](C)([O-])[N+](C)(C)C

DFT (ωB97M-V with the def2-TZVPD basis set) results for a molecular structure, C8H15NSi.

Each line ends with the Löwdin charge.
Element x y z (Å)
C (-3.225, 0.146, 0.074)  -0.11
C (-2.661, -0.988, 0.775)  -0.17
C (-2.343, 0.367, -0.987)  -0.17
C (-1.576, -1.501, 0.172)  -0.20
C (-1.238, -0.595, -0.917)  -0.29
C (2.624, -1.487, -0.308)  -0.16
C (1.429, 1.673, -1.254)  -0.19
C (0.175, 1.323, 1.734)  -0.18
N (1.694, -0.696, 0.536)  -0.19
Si (0.721, 0.591, 0.051)  0.62
H (-4.122, 0.525, 0.367)  0.05
H (-3.167, -1.467, 1.630)  0.10
H (-2.529, 1.074, -1.902)  0.12
H (-0.830, -2.268, 0.439)  0.09
H (-0.729, -1.029, -1.861)  0.12
H (2.745, -0.983, -1.259)  0.04
H (3.693, -1.239, 0.136)  0.10
H (2.452, -2.620, -0.370)  0.10
H (1.368, 2.807, -1.181)  0.06
H (2.571, 1.365, -1.224)  0.07
H (1.046, 1.395, -2.237)  0.02
H (0.235, 0.660, 2.559)  0.00
H (0.909, 2.234, 1.935)  0.07
H (-0.780, 1.921, 1.728)  0.04
H (1.539, -1.205, 1.366)  0.06

Forces on atoms 1 to 3 (eV/Å):
C 4.1526 -1.9882 -1.5171
C -1.8018 -0.8977 1.5105
C -1.2270 1.3891 -1.3876

Molecular weight, g/mol: 153.3
LUMO energy, eV: 0.65
DFT total energy, Ha: -658.00091
Frontier orbital gap, Ha: 0.303

DFT (ωB97M-V with the def2-TZVPD basis set) results for a single C8H15NSi molecule.

Each line ends with the Löwdin charge.
Element x y z (Å)
C (0.380, 1.288, -1.065)  -0.22
C (2.361, 0.939, -2.366)  -0.19
C (2.860, 0.744, -0.980)  -0.20
C (-2.863, 0.812, 0.901)  -0.15
C (-1.453, -1.816, -0.554)  -0.16
C (-0.666, -0.948, 2.302)  -0.17
C (2.200, -0.242, -0.240)  -0.04
C (0.180, 0.771, 0.202)  -0.16
N (0.926, 1.476, -2.108)  0.10
Si (-1.311, -0.364, 0.596)  0.60
H (2.965, 1.688, -3.021)  0.13
H (2.217, 0.032, -2.933)  0.09
H (3.196, 1.694, -0.474)  0.11
H (-2.626, 1.532, 1.697)  0.03
H (-3.161, 1.462, 0.133)  0.01
H (-3.628, 0.316, 1.334)  -0.03
H (-1.887, -2.707, -0.143)  0.03
H (-2.088, -1.646, -1.409)  0.03
H (-0.482, -1.875, -0.933)  0.00
H (-1.192, -0.259, 2.950)  0.02
H (-0.861, -1.937, 2.515)  -0.01
H (0.417, -0.931, 2.445)  0.03
H (2.553, -0.449, 0.806)  0.09
H (1.766, -1.049, -0.618)  0.01
H (0.198, 1.469, 0.967)  0.05

Forces on atoms 1 to 3 (eV/Å):
C -0.7057 -0.8531 1.8482
C 1.1086 1.2712 0.2584
C -0.7195 -0.8587 0.4339

Molecular weight, g/mol: 153.3
LUMO energy, eV: 0.84
DFT total energy, Ha: -657.93619
Frontier orbital gap, Ha: 0.324
SMILES: C=CCN=C=C[Si](C)(C)C

DFT (ωB97M-V with the def2-TZVPD basis set) results for a molecular structure, C8H15O5P.

Each line ends with the Löwdin charge.
Element x y z (Å)
C (1.527, 0.923, -0.808)  -0.69
C (-0.134, 0.288, 1.661)  -0.19
C (-1.058, -0.860, -1.991)  -0.10
C (-2.339, -1.302, 0.155)  -0.09
C (-2.031, 1.105, -0.725)  -0.05
C (2.932, 1.298, 1.210)  -0.16
C (-0.017, -0.194, 0.275)  -0.37
C (-1.299, -0.330, -0.575)  -0.56
O (1.201, -2.532, -0.844)  -0.40
O (2.260, -0.186, -0.939)  -0.14
O (1.110, 1.523, -1.849)  -0.07
O (2.146, -1.573, 1.341)  -0.41
O (2.048, 1.781, 0.216)  -0.11
P (1.326, -1.356, 0.082)  0.43
H (-0.315, 1.453, 1.880)  0.10
H (-0.920, -0.114, 2.291)  0.03
H (0.830, 0.004, 2.134)  0.04
H (-0.694, -1.927, -2.103)  0.08
H (-1.986, -0.725, -2.458)  0.04
H (-0.251, -0.223, -2.243)  0.04
H (-2.377, -1.210, 1.253)  0.03
H (-3.342, -0.970, -0.222)  0.04
H (-1.950, -2.418, -0.055)  0.11
H (-3.189, 1.055, -0.685)  0.07
H (-1.654, 1.526, -1.681)  0.06
H (-1.489, 1.575, 0.092)  0.04
H (3.986, 1.687, 1.116)  0.07
H (3.120, 0.215, 1.242)  0.05
H (2.561, 1.486, 2.229)  0.07

Forces on atoms 1 to 3 (eV/Å):
C -0.1173 1.3880 -1.3915
C 0.5172 2.2123 1.7051
C 1.0543 -1.5475 1.6789

Charge: -2
Molecular weight, g/mol: 222.2
LUMO energy, eV: 5.98
DFT total energy, Ha: -1031.36180
Frontier orbital gap, Ha: 0.197

DFT (ωB97M-V with the def2-TZVPD basis set) results for 2 unconnected molecules or ions with the total composition C8H16.

Each line ends with the Löwdin charge.
Element x y z (Å)
C (-4.834, -0.025, 0.957)  -0.21
C (-5.562, 0.535, 1.973)  -0.15
C (-5.151, -1.350, 0.410)  -0.14
C (-5.239, 1.932, 2.629)  -0.11
H (-4.000, 0.557, 0.543)  0.10
H (-6.447, 0.008, 2.353)  0.09
H (-4.251, -1.955, 0.609)  0.08
H (-5.288, -1.271, -0.682)  0.08
H (-6.025, -1.870, 0.837)  0.08
H (-4.304, 2.315, 2.185)  0.06
H (-5.095, 1.831, 3.718)  0.06
H (-6.042, 2.665, 2.447)  0.06
C (5.663, 0.147, -1.758)  -0.19
C (4.675, -0.699, -1.345)  -0.20
C (7.053, -0.280, -2.098)  -0.13
C (3.339, -0.268, -0.852)  -0.13
H (5.449, 1.224, -1.785)  0.10
H (4.907, -1.769, -1.271)  0.10
H (7.767, 0.498, -1.782)  0.07
H (7.108, -0.382, -3.195)  0.07
H (7.352, -1.239, -1.641)  0.07
H (3.083, -0.833, 0.060)  0.07
H (2.654, -0.575, -1.660)  0.07
H (3.189, 0.807, -0.653)  0.08

Forces on atoms 1 to 3 (eV/Å):
C -1.7459 2.0309 2.4187
C 1.2210 0.8311 -0.7390
C 0.5523 -0.8033 -0.7418

Molecular weight, g/mol: 112.2
LUMO energy, eV: 1.22
DFT total energy, Ha: -314.34987
Frontier orbital gap, Ha: 0.371
SMILES: C/C=C/C.C/C=C/C

DFT (ωB97M-V with the def2-TZVPD basis set) results for 2 unconnected molecules or ions with the total composition C8H16.

Each line ends with the Löwdin charge.
Element x y z (Å)
C (-5.610, 0.315, 2.328)  -0.17
C (-6.340, 0.795, 1.313)  -0.21
C (-4.089, 0.568, 2.569)  -0.11
C (-7.806, 0.635, 1.161)  -0.12
H (-6.066, -0.307, 3.110)  0.10
H (-5.790, 1.371, 0.558)  0.10
H (-3.950, 1.053, 3.549)  0.06
H (-3.609, 1.192, 1.796)  0.07
H (-3.587, -0.415, 2.589)  0.06
H (-8.156, -0.017, 1.980)  0.07
H (-8.031, 0.143, 0.200)  0.07
H (-8.361, 1.587, 1.208)  0.08
C (3.854, 1.747, 4.568)  -0.18
C (2.814, 2.247, 5.234)  -0.22
C (4.760, 0.642, 5.109)  -0.11
C (1.881, 3.260, 4.704)  -0.13
H (4.055, 2.180, 3.579)  0.10
H (2.504, 1.922, 6.235)  0.11
H (4.277, 0.234, 6.012)  0.07
H (5.698, 1.142, 5.406)  0.07
H (5.007, -0.194, 4.433)  0.07
H (0.903, 2.756, 4.769)  0.08
H (2.107, 3.453, 3.641)  0.07
H (1.815, 4.227, 5.230)  0.08

Forces on atoms 1 to 3 (eV/Å):
C 0.9207 0.4269 -0.0054
C 1.3338 0.2769 0.5340
C -1.1079 -0.4232 -0.3061

Molecular weight, g/mol: 112.2
LUMO energy, eV: 1.08
DFT total energy, Ha: -314.35432
Frontier orbital gap, Ha: 0.375
SMILES: C/C=C/C.C/C=C/C